DFT (the ωB97M-V functional and the def2-TZVPD basis) results for a cluster of 10 separate species, H22NO9 in total.

Structure (XYZ):
```
32
Properties=species:S:1:pos:R:3:lowdin_charge:R:1
N 0.168 0.470 -0.193 0.380
H -0.136 0.105 0.656 0.104
H 0.784 1.090 0.120 0.034
H -0.458 0.902 -0.664 0.035
H 0.726 -0.405 -0.527 0.158
O 1.829 2.920 -1.197 0.009
H 1.053 3.369 -0.997 -0.040
H 2.577 3.197 -0.754 0.012
O 2.631 -1.176 -0.952 -0.077
H 3.103 -0.582 -0.322 0.077
H 3.169 -1.030 -1.788 0.111
O 1.138 0.965 2.659 -0.036
H 2.023 0.647 2.567 0.031
H 1.213 1.937 2.804 0.073
O -0.571 3.658 0.041 -0.022
H -1.254 3.487 -0.640 0.081
H -0.894 3.784 0.907 0.038
O -3.036 -0.072 -2.016 -0.102
H -3.356 0.748 -2.425 0.042
H -3.100 0.144 -1.017 0.000
O -0.645 -3.515 1.048 -0.050
H -0.551 -3.038 0.100 -0.042
H -1.358 -3.982 1.011 -0.081
O -2.930 0.531 0.622 0.049
H -3.567 -0.085 0.668 0.012
H -3.356 1.350 0.572 0.051
O 2.357 -2.877 1.522 -0.037
H 2.295 -2.292 0.818 -0.078
H 1.414 -3.186 1.550 0.036
O -0.338 -2.514 -1.083 -0.011
H 0.251 -2.511 -1.905 0.155
H -1.181 -2.038 -1.184 0.089
```

Lowest unoccupied orbital energy = -3.5 eV
Highest occupied orbital energy = -13.261 eV
Frontier orbital gap = 9.73 eV
Total charge = +1
Energy = -744.7734 hartree

---

DFT (the ωB97M-V functional and the def2-TZVPD basis) results for a structure of composition H22NeO11.

Structure (XYZ):
```
34
Properties=species:S:1:pos:R:3:lowdin_charge:R:1
Ne -0.098 -0.034 -0.257 0.046
O 1.152 -0.125 3.764 -0.040
H 0.537 0.575 3.550 0.041
H 0.619 -0.920 3.768 0.015
O -1.468 -2.708 0.192 -0.032
H -1.336 -3.609 0.488 0.062
H -2.357 -2.491 0.474 0.061
O -1.049 -1.776 3.029 -0.038
H -0.654 -1.878 2.163 0.020
H -1.662 -1.048 2.928 0.044
O -1.683 -1.695 -3.387 -0.046
H -0.866 -1.890 -2.928 -0.006
H -1.419 -1.145 -4.125 0.053
O 2.708 -0.950 -0.505 -0.055
H 2.785 -0.068 -0.870 0.040
H 3.004 -0.861 0.401 0.014
O -2.902 1.665 1.752 -0.048
H -3.193 2.577 1.772 0.035
H -2.028 1.684 2.142 0.011
O 1.206 1.746 -3.983 -0.048
H 1.745 2.136 -4.671 0.031
H 1.814 1.588 -3.261 0.019
O -3.015 0.565 -2.448 -0.068
H -2.273 1.152 -2.595 0.019
H -2.656 -0.312 -2.581 -0.030
O 2.953 0.518 1.666 -0.047
H 3.322 1.377 1.869 0.052
H 2.275 0.385 2.329 -0.005
O 0.681 3.673 1.395 -0.052
H 0.870 4.564 1.691 0.031
H 1.231 3.556 0.620 0.028
O 0.669 -2.198 -1.825 -0.065
H -0.101 -2.421 -1.301 -0.014
H 1.189 -1.630 -1.257 -0.028
```

Lowest unoccupied orbital energy = -0.2 eV
Highest occupied orbital energy = -10.375 eV
Frontier orbital gap = 10.19 eV
Energy = -969.7689 hartree

---

DFT (the ωB97M-V functional and the def2-TZVPD basis) results for a structure of composition H22O11.

Structure (XYZ):
```
33
Properties=species:S:1:pos:R:3:lowdin_charge:R:1
H -0.685 -0.586 -0.441 0.013
H 0.450 0.411 -0.609 0.055
H -2.044 -1.609 -2.915 0.058
H -0.885 -1.294 -1.985 -0.014
H 3.727 -0.445 2.172 0.057
H 2.853 0.515 2.962 0.036
H 0.779 3.535 1.434 0.033
H -0.061 2.887 2.522 0.019
H -1.299 3.593 -3.314 0.032
H -0.908 2.226 -2.779 0.018
H 1.821 -1.879 -2.578 0.061
H 0.905 -0.723 -2.947 0.033
H -2.452 -0.962 0.339 0.004
H -3.910 -1.388 0.338 0.042
H 1.728 -0.863 3.553 0.023
H 0.704 -1.954 3.822 0.071
H 3.439 -0.963 -4.615 0.045
H 1.920 -0.947 -4.567 0.021
H 0.485 -0.257 1.801 0.053
H -0.631 -1.106 2.388 0.058
H -2.929 1.015 2.488 0.041
H -1.781 0.432 3.296 0.009
O -0.117 0.010 0.060 -0.067
O -1.616 -0.878 -2.454 -0.061
O 2.973 0.148 2.079 -0.043
O 0.227 3.747 2.195 -0.053
O -1.676 2.760 -3.010 -0.058
O 0.912 -1.680 -2.832 -0.060
O -3.106 -1.429 -0.192 -0.052
O 1.099 -1.442 3.107 -0.126
O 2.690 -0.382 -4.440 -0.061
O 0.107 -1.143 1.768 -0.142
O -2.719 0.647 3.353 -0.046
```

Lowest unoccupied orbital energy = -0.1 eV
Highest occupied orbital energy = -6.903 eV
Frontier orbital gap = 6.77 eV
Energy = -840.5703 hartree